Record 1
Molecular formula: C26H30ClHfN5O4Se
Method: DFT, ωB97M-V/def2-TZVPD

Values from the calculation:
largest force on an atom = 0.8 eV/A
frontier orbital gap = 6.5 eV
net charge = +4
energy above the lowest of the compared OMol25 structures with the same formula, charge and spin = 0.000 eV
calculated total energy = -4491.82798 a.u.

Last column: Löwdin charge in e.
Cartesian coordinates (Å):
1 Hf -0.25357 -0.06272 -0.23130  1.78
2 N 4.63137 -1.12753 -1.96492  0.08
3 C 4.16225 0.29735 -1.88339  -0.06
4 C 2.64185 0.36399 -1.79583  -0.15
5 N 2.09239 -0.41926 -0.64329  -0.13
6 C 2.56161 -1.83534 -0.76924  -0.15
7 C 4.08044 -1.94906 -0.83423  -0.06
8 H 5.65659 -1.15282 -1.93873  0.21
9 H 4.37271 -1.53897 -2.86669  0.20
10 H 4.51365 0.83198 -2.76508  0.16
11 H 4.63524 0.73879 -1.00522  0.16
12 H 2.18239 -0.02193 -2.70891  0.14
13 H 2.35640 1.41151 -1.70116  0.12
14 H 2.50284 -0.03726 0.21326  0.13
15 H 2.09788 -2.26001 -1.66228  0.14
16 H 2.22703 -2.41841 0.08765  0.13
17 H 4.37526 -2.98748 -0.98031  0.16
18 H 4.55009 -1.58747 0.08158  0.16
19 C -5.35287 -1.54546 0.59460  0.00
20 O -4.48554 -1.82083 -0.52521  -0.08
21 C -4.52485 -0.99000 -1.57558  -0.24
22 C -5.12592 0.26833 -1.57061  0.00
23 C -5.17825 1.02895 -2.72947  -0.07
24 C -4.62867 0.55915 -3.92357  -0.11
25 C -4.04778 -0.69758 -3.94435  -0.04
26 C -3.96364 -1.45324 -2.78072  -0.16
27 N -3.55495 -2.81876 -2.92456  0.19
28 C -2.96524 -3.67560 -2.16032  0.08
29 C -2.29814 -3.55128 -0.87114  -0.12
30 C -2.57399 -4.58352 0.03776  0.04
31 C -2.01492 -4.61375 1.30550  0.00
32 C -1.07725 -3.65431 1.65266  0.00
33 C -0.72399 -2.67894 0.72492  -0.08
34 C -1.34435 -2.59277 -0.52160  -0.31
35 O -0.97163 -1.55793 -1.34968  -0.25
36 H -5.26814 -2.40673 1.24896  0.11
37 H -6.38328 -1.43743 0.25851  0.12
38 H -5.02721 -0.64690 1.11880  0.10
39 H -5.59727 0.63322 -0.66877  0.13
40 H -5.67652 1.98959 -2.70871  0.14
41 H -4.71076 1.13598 -4.83457  0.13
42 H -3.67150 -1.10475 -4.87690  0.14
43 H -3.88332 -3.21535 -3.80269  0.19
44 H -2.99322 -4.68698 -2.55894  0.17
45 H -3.25952 -5.37070 -0.25482  0.15
46 H -2.27208 -5.40532 1.99534  0.14
47 H -0.58460 -3.69732 2.61541  0.14
48 H 0.14773 -2.06071 0.98746  0.08
49 Se -1.99500 1.44114 -2.55370  1.30
50 N -0.53848 1.67071 -1.39881  -0.39
51 C -0.37683 3.00397 -1.19689  -0.32
52 C 0.54721 3.62533 -0.34291  -0.02
53 C 0.54270 4.99735 -0.28063  0.02
54 C -0.35270 5.80451 -1.04221  0.00
55 C -1.27171 5.23954 -1.86520  0.05
56 C -1.31514 3.81544 -1.94876  -0.32
57 N -2.19496 3.15313 -2.67366  -0.14
58 H 1.23547 3.04696 0.26320  0.11
59 H 1.24791 5.49370 0.37477  0.14
60 H -0.29294 6.88060 -0.95094  0.14
61 H -1.96882 5.82292 -2.45177  0.15
62 Cl 0.53130 2.43344 3.93438  0.70
63 C -0.89132 1.57904 3.35628  -0.47
64 C -0.63596 0.87028 2.07703  -0.59
65 O -1.59703 0.50708 1.29892  -0.07
66 O 0.54294 0.57958 1.64466  -0.14
67 H -1.72676 2.26686 3.22674  0.12
68 H -1.19782 0.83395 4.09828  0.13

Record 2
Molecular formula: C17H19N5O3S2
Method: DFT, ωB97M-V/def2-TZVPD

Values from the calculation:
largest force on an atom = 1.4 eV/A
frontier orbital gap = 8.0 eV
net charge = 0
energy above the lowest of the compared OMol25 structures with the same formula, charge and spin = 0.271 eV
calculated total energy = -1955.14657 a.u.
structure (SMILES) = COC(=O)c1c(NC(=O)CSc2nc3nc(C)cc(C)n3n2)sc(C)c1C

Last column: Löwdin charge in e.
Cartesian coordinates (Å):
1 C -2.06044 -0.24085 1.33013  -0.05
2 O -0.77667 0.36273 1.32545  -0.08
3 C -0.76952 1.73023 1.34295  -0.42
4 O -1.80224 2.35481 1.31937  0.11
5 C 0.57233 2.29395 1.40462  -0.11
6 C 1.75160 1.57118 1.40110  -0.42
7 N 1.89320 0.20777 1.31595  0.09
8 C 3.10146 -0.40226 1.34217  -0.53
9 O 4.14133 0.21470 1.44740  0.00
10 C 3.07082 -1.91014 1.19227  -0.34
11 S 1.55978 -2.70889 1.82412  1.00
12 C 0.60446 -2.66377 0.37927  -0.70
13 N 1.08965 -2.22686 -0.79411  0.14
14 C 0.07497 -2.36669 -1.62796  -0.32
15 N 0.00473 -2.10097 -2.91654  0.19
16 C -1.13434 -2.34405 -3.52678  -0.31
17 C -1.19761 -2.05381 -4.98834  -0.03
18 C -2.26011 -2.86077 -2.85098  0.03
19 C -2.19454 -3.13537 -1.50696  -0.22
20 C -3.29819 -3.66925 -0.66681  0.00
21 N -1.01258 -2.88479 -0.91590  -0.01
22 N -0.66034 -3.06714 0.35874  0.09
23 S 3.14428 2.56843 1.51262  1.18
24 C 2.14549 3.99767 1.56483  -0.52
25 C 2.79612 5.33425 1.67363  -0.11
26 C 0.81955 3.70648 1.49920  -0.27
27 C -0.26669 4.72812 1.52904  -0.03
28 H -2.66450 0.16381 2.14434  0.10
29 H -2.57258 -0.04632 0.38391  0.10
30 H -1.89223 -1.30740 1.46916  0.07
31 H 1.03426 -0.32564 1.24205  0.09
32 H 3.91742 -2.34110 1.72464  0.09
33 H 3.13329 -2.15749 0.13003  0.08
34 H -1.97660 -1.32163 -5.19341  0.09
35 H -1.43541 -2.96166 -5.54022  0.09
36 H -0.23992 -1.66745 -5.32209  0.08
37 H -3.17522 -3.04159 -3.39062  0.12
38 H -2.91131 -4.44092 -0.00384  0.09
39 H -4.09501 -4.07036 -1.28574  0.09
40 H -3.70047 -2.87399 -0.03889  0.09
41 H 2.53625 5.96285 0.82222  0.08
42 H 2.48213 5.84599 2.58318  0.08
43 H 3.87599 5.21590 1.69914  0.06
44 H -0.86754 4.66302 0.62427  0.09
45 H -0.93312 4.54138 2.36870  0.09
46 H 0.14807 5.72789 1.61467  0.07

Record 3
Molecular formula: C12H28NO15S3
Method: DFT, ωB97M-V/def2-TZVPD

Values from the calculation:
largest force on an atom = 9.8 eV/A
frontier orbital gap = 7.5 eV
net charge = -1
energy above the lowest of the compared OMol25 structures with the same formula, charge and spin = 0.536 eV
calculated total energy = -2851.58842 a.u.

Last column: Löwdin charge in e.
Cartesian coordinates (Å):
1 N 14.51585 35.18577 32.74580  -0.59
2 O 14.90382 35.43056 33.95267  -0.10
3 O 13.39725 35.65224 32.35794  -0.11
4 O 15.38444 34.92420 31.89545  -0.06
5 O 10.44813 33.60607 36.41337  -0.30
6 S 9.71677 33.32477 35.23027  0.62
7 O 8.81782 32.20319 35.06106  -0.30
8 O 8.77092 34.67204 35.07827  -0.22
9 C 7.38328 34.39458 35.34265  -0.32
10 C 6.58239 35.63420 35.28075  -0.08
11 C 10.97235 33.27307 33.95762  -0.13
12 H 7.16222 33.98447 36.38339  0.15
13 H 6.80971 33.79403 34.67280  0.10
14 H 5.70300 35.68002 35.64904  0.01
15 H 6.76066 36.11960 34.17084  0.16
16 H 7.14602 36.30973 35.85432  0.04
17 H 10.38801 33.29567 33.07820  0.03
18 H 11.50224 32.25876 33.84680  0.11
19 H 11.83254 34.10666 33.95132  0.12
20 O 15.91597 33.12900 37.88358  -0.27
21 S 15.00851 32.37216 37.09864  0.70
22 O 15.43820 31.67883 35.89712  -0.27
23 O 14.34194 31.21980 38.12107  -0.21
24 C 15.06277 30.08185 38.16328  -0.32
25 C 14.56515 29.02256 39.22600  -0.03
26 C 13.62665 33.41309 36.71734  -0.04
27 H 16.13984 30.26375 38.33974  0.14
28 H 14.92941 29.62863 37.34985  0.03
29 H 14.77603 29.27325 40.23333  0.05
30 H 15.01006 28.06373 39.13421  0.06
31 H 13.49907 28.92886 39.34830  0.07
32 H 13.19237 32.75366 36.12020  0.03
33 H 13.90275 34.26317 36.40186  0.00
34 H 13.03288 33.44568 37.42118  -0.01
35 O 10.35939 40.07507 34.84702  -0.30
36 S 9.63903 39.21902 35.79372  0.60
37 O 8.69577 38.25046 35.33415  -0.28
38 O 10.81247 38.36759 36.52168  -0.31
39 C 11.74668 37.76891 35.63589  -0.22
40 C 12.23591 36.54602 36.42390  -0.05
41 C 9.07493 40.14989 37.21940  -0.14
42 H 12.51585 38.67010 35.52855  0.18
43 H 11.31931 37.37296 34.83345  0.07
44 H 12.95750 36.17750 35.86607  0.00
45 H 11.54209 35.80710 36.91729  0.09
46 H 12.62669 36.84502 37.41696  0.09
47 H 9.86675 40.83032 37.51100  0.05
48 H 8.99906 39.31421 38.15722  0.15
49 H 8.16630 40.68783 36.88419  0.07
50 C 14.38718 33.70496 28.63509  -0.09
51 C 13.13246 33.59240 29.44685  -0.14
52 O 12.59918 32.36840 29.14412  0.14
53 C 13.21134 31.76810 28.25498  -0.65
54 O 13.02813 30.56888 27.89986  0.06
55 O 14.21105 32.50193 27.87592  0.08
56 H 15.26288 33.51257 29.03599  0.07
57 H 14.54530 34.68951 28.03202  0.17
58 H 12.54486 34.62299 29.15263  0.18
59 H 13.43587 33.80681 30.49365  0.11

Record 4
Molecular formula: C23H31BrCl24F3N6O3
Method: DFT, ωB97M-V/def2-TZVPD

Values from the calculation:
largest force on an atom = 8.6 eV/A
frontier orbital gap = 8.4 eV
net charge = +1
calculated total energy = -15366.66206 a.u.

Last column: Löwdin charge in e.
Cartesian coordinates (Å):
1 C -5.60792 0.26499 -2.73461  -0.21
2 C -4.02911 0.74473 -2.53894  -0.21
3 C -3.45036 0.40170 -1.00702  -0.53
4 Br -4.67720 -0.89886 -0.02273  0.68
5 N -2.00097 -0.02659 -0.99697  -0.04
6 C -1.74016 -1.31364 -1.73942  -0.06
7 C -2.68327 -2.36870 -2.55524  -0.09
8 C -2.74451 -3.75346 -1.63057  -0.31
9 N -2.59965 -4.99660 -2.49122  -0.04
10 N -0.25138 -1.43691 -1.52849  0.12
11 C 0.35407 -0.31998 -0.68493  -0.06
12 N 1.66005 -0.16300 -0.28022  -0.03
13 C 2.69848 -1.18259 -0.71072  -0.13
14 C 3.90832 -0.60174 -1.64396  -0.15
15 C 3.56711 0.73283 -2.51862  -0.15
16 C 4.62281 1.98691 -2.31494  -0.21
17 O 5.20773 2.07986 -0.96923  -0.30
18 C 5.29500 3.46721 -0.48724  -0.12
19 C 2.14333 0.99737 0.55527  -0.10
20 O 3.45076 0.82346 1.19779  -0.01
21 C 3.34297 0.51370 2.63145  -0.25
22 F 3.02223 1.77318 3.34159  0.06
23 F 2.46789 -0.63514 2.95970  0.01
24 F 4.73698 0.13504 3.07444  0.01
25 N -0.86517 0.57636 -0.40721  -0.04
26 N -0.93293 1.76690 0.27995  -0.10
27 C -1.27578 2.95951 -0.56674  -0.08
28 C -1.67663 1.69340 1.58358  -0.25
29 C -1.29689 0.47007 2.63662  -0.01
30 O -2.64917 2.54725 1.97142  -0.02
31 H -6.33000 0.67460 -1.90700  -0.02
32 H -6.01638 0.66581 -3.77830  0.10
33 H -5.71693 -0.91534 -2.79065  0.06
34 H -3.40135 0.21402 -3.37805  0.11
35 H -4.02700 1.91640 -2.74272  0.13
36 H -3.59940 1.42751 -0.41329  0.11
37 H -2.14608 -2.68916 -3.56817  0.15
38 H -3.79401 -2.03402 -2.71472  0.09
39 H -3.77411 -3.72752 -1.03059  0.10
40 H -1.85540 -3.69676 -0.86060  0.07
41 H -3.15399 -5.74334 -1.97692  0.07
42 H -1.60542 -5.31617 -2.53596  0.06
43 H 3.21229 -1.60237 0.28170  0.14
44 H 2.26671 -2.12778 -1.25497  0.14
45 H 4.86792 -0.50549 -0.94596  0.13
46 H 4.18562 -1.47305 -2.41179  0.13
47 H 2.48804 1.16513 -2.39714  0.10
48 H 3.66471 0.42420 -3.66761  0.13
49 H 4.07685 2.98688 -2.58178  0.12
50 H 5.50920 1.82960 -3.09901  0.13
51 H 5.45221 3.39642 0.69193  0.11
52 H 4.33760 4.10091 -0.71613  0.08
53 H 6.29919 3.95325 -0.89669  0.08
54 H 1.36035 1.17063 1.43972  0.14
55 H 2.12187 1.95846 -0.11195  0.17
56 H -0.65424 3.92375 -0.33458  -0.07
57 H -2.42106 3.26283 -0.53319  0.11
58 H -1.04975 2.67598 -1.69240  0.13
59 H -2.15717 0.38733 3.45819  0.09
60 H -0.25206 0.75337 3.11402  0.09
61 H -1.19643 -0.51206 1.99102  0.09
62 C 9.16698 1.53976 -1.54422  -2.00
63 Cl 8.39060 0.11921 -2.28831  0.51
64 Cl 10.93549 1.40846 -1.71671  0.53
65 Cl 8.59936 3.02047 -2.35657  0.52
66 Cl 8.74257 1.61097 0.18473  0.52
67 C 0.95848 6.99301 -1.39481  -1.98
68 Cl -0.11135 7.39592 -2.76138  0.53
69 Cl 1.00497 8.36059 -0.25366  0.54
70 Cl 0.33833 5.54524 -0.56175  0.58
71 Cl 2.60204 6.67031 -2.00231  0.52
72 C -9.04051 -0.02749 -0.19263  -1.99
73 Cl -10.66983 0.63811 0.08425  0.53
74 Cl -8.92274 -0.63375 -1.86393  0.53
75 Cl -7.82554 1.25053 0.06251  0.52
76 Cl -8.74384 -1.36492 0.94655  0.51
77 C -1.50834 -5.97218 1.72047  -1.99
78 Cl -1.20260 -6.72234 0.13360  0.54
79 Cl -2.10146 -7.20894 2.85769  0.54
80 Cl 0.00394 -5.26719 2.34546  0.51
81 Cl -2.73325 -4.69025 1.54529  0.52
82 C -4.24663 -2.04287 5.12973  -2.01
83 Cl -5.48947 -3.27540 5.46233  0.53
84 Cl -4.54963 -0.60635 6.13931  0.53
85 Cl -2.63659 -2.70569 5.50797  0.51
86 Cl -4.31076 -1.58393 3.40935  0.46
87 C 3.73225 -3.04652 5.27359  -2.01
88 Cl 2.10293 -2.38091 5.55048  0.51
89 Cl 3.85003 -3.65277 3.60230  0.50
90 Cl 4.94723 -1.76849 5.52873  0.54
91 Cl 4.02893 -4.38394 6.41278  0.53

Record 5
Molecular formula: C13H27FN3O6
Method: DFT, ωB97M-V/def2-TZVPD

Values from the calculation:
largest force on an atom = 1.1 eV/A
frontier orbital gap = 10.4 eV
net charge = +1
energy above the lowest of the compared OMol25 structures with the same formula, charge and spin = 3.098 eV
calculated total energy = -1226.77273 a.u.

Last column: Löwdin charge in e.
Cartesian coordinates (Å):
1 C -2.36188 1.80733 2.90243  -0.08
2 N -2.16077 0.59274 2.09888  -0.07
3 C -1.33856 0.86018 0.94104  -0.16
4 N -1.65749 -0.16797 -0.12053  0.03
5 C -0.40290 -0.85976 -0.57987  -0.21
6 C 0.43921 -1.50102 0.52589  -0.14
7 O 0.51967 -2.89938 0.37594  -0.12
8 O -0.61475 -3.49597 1.00056  0.01
9 C 0.25120 0.23343 -1.45226  -0.06
10 C -0.95068 1.08731 -1.95928  -0.08
11 C -2.21263 0.40364 -1.40273  -0.36
12 C -2.62508 -0.71731 -2.39904  -0.17
13 N -3.24545 -1.92292 -1.85288  0.06
14 C -3.39638 1.35830 -1.20076  -0.01
15 C -4.70801 0.62733 -1.05835  -0.44
16 O -5.61074 0.57243 -1.79360  0.24
17 F -4.71059 -0.06770 0.14111  0.07
18 H -2.77780 1.54162 3.86985  0.09
19 H -3.03419 2.52343 2.41616  0.09
20 H -1.40779 2.30880 3.05939  0.09
21 H -3.07944 0.30922 1.76850  0.09
22 H -1.49694 1.86402 0.53809  0.13
23 H -0.28130 0.78224 1.18664  0.14
24 H -2.26746 -0.83504 0.35771  0.16
25 H -0.64345 -1.66372 -1.27165  0.14
26 H 0.04450 -1.28042 1.52279  0.14
27 H 1.46565 -1.13088 0.48723  0.15
28 H -1.32118 -3.40913 0.34204  0.08
29 H 0.74337 -0.24865 -2.29114  0.13
30 H 0.94542 0.85775 -0.89487  0.13
31 H -0.97421 1.16273 -3.04466  0.14
32 H -0.89405 2.11271 -1.58963  0.12
33 H -1.73861 -1.00391 -2.96489  0.13
34 H -3.30824 -0.26054 -3.11958  0.13
35 H -3.46733 -1.91655 -0.86781  0.06
36 H -2.72008 -2.75704 -2.06795  0.08
37 H -3.27474 1.95975 -0.29806  0.12
38 H -3.45406 2.05705 -2.03122  0.15
39 C 4.78351 -1.43526 2.40582  -0.04
40 O 5.93489 -0.78101 1.87281  0.02
41 C 5.65300 0.08550 0.90195  -0.63
42 O 4.54623 0.32554 0.47573  0.09
43 O 6.78381 0.63412 0.48500  0.02
44 C 6.64116 1.59465 -0.56756  -0.03
45 H 5.12973 -2.11205 3.17983  0.10
46 H 4.10130 -0.70246 2.83443  0.09
47 H 4.28076 -1.99238 1.61663  0.09
48 H 6.02172 2.42788 -0.24185  0.10
49 H 6.20571 1.13078 -1.45033  0.10
50 H 7.64593 1.94055 -0.78597  0.10

Record 6
Molecular formula: C2H3IN2O2
Method: DFT, ωB97M-V/def2-TZVPD

Values from the calculation:
largest force on an atom = 2.7 eV/A
frontier orbital gap = 7.7 eV
net charge = 0
energy above the lowest of the compared OMol25 structures with the same formula, charge and spin = 6.207 eV
calculated total energy = -635.47996 a.u.

Last column: Löwdin charge in e.
Cartesian coordinates (Å):
1 C 0.08389 -1.00472 -0.23811  -0.09
2 C -1.04281 1.54249 1.15175  -0.53
3 N -2.72621 2.12784 -0.51360  -0.09
4 N -1.46030 2.12158 0.02046  -0.20
5 O -2.83695 2.77531 -1.52926  0.00
6 O 0.31012 0.16856 0.00906  -0.10
7 I -2.47309 0.21222 1.94551  0.73
8 H 0.87515 -1.40440 -0.90303  0.09
9 H -0.80247 -1.61170 0.00059  0.06
10 H -0.72379 2.66516 -0.40785  0.13

- Which value of calculated total energy does entry 2 give?
  -1955.14657 a.u.

- net charge of number 2 (C17H19N5O3S2)?
  0

- The highest frontier orbital gap belongs to which entry?
  C13H27FN3O6

- largest force on an atom of number 4 (C23H31BrCl24F3N6O3)?
  8.6 eV/A